Below is a structure of composition C41H63N3O3P3PdS4, with properties calculated with ωB97M-V with the def2-TZVPD basis set.

Charge: +1
F_max in eV/Å: 0.594
HOMO (alpha / beta) in eV: -10.01 / -10.27
Multiplicity: 3
Frontier orbital gap (alpha / beta) in Eh: 0.30465 / 0.23348
E in Ha: -4734.63266
Relative energy (zero: lowest compared OMol25 entry of this formula, charge and spin) in kcal per mole: 20.2
LUMO (alpha / beta) in eV: -1.723 / -3.916

Structure (XYZ):
```
118
Properties=species:S:1:pos:R:3:forces:R:3:mulliken_charge:R:1
S -0.0633 -5.9372 -0.9934 0.0 -0.1 0.0 -0.104
H -4.1971 3.7544 -2.3324 0.0 0.0 0.0 0.378
H -0.2138 4.3550 -2.4735 0.0 0.0 0.0 0.478
C 4.2384 -5.0376 -0.1609 0.0 0.0 0.0 -0.754
C 2.2296 4.0031 0.1919 0.1 0.0 0.1 -0.180
C 1.6831 5.6891 2.0341 0.0 0.0 0.0 -1.200
H -1.1371 2.2735 2.9153 0.0 0.0 0.0 0.480
C 2.4179 5.4182 0.7262 0.1 0.0 0.0 -0.929
H 4.2939 2.1608 0.6000 0.0 0.0 0.0 0.513
H 2.9138 3.7918 -0.6345 0.0 0.0 0.0 0.724
H 2.1428 6.1498 -0.0356 0.0 0.0 0.0 0.299
H -2.1861 5.1061 -0.3841 0.0 0.0 0.0 0.200
C -4.3101 1.0235 -2.7117 0.0 0.0 0.0 -0.256
H 3.4923 5.5519 0.8845 0.0 0.0 0.0 0.466
H -0.0829 6.8819 -1.7208 0.0 0.0 0.0 0.484
C 3.9531 -1.4973 0.8491 0.1 -0.1 0.0 -0.996
S 1.3342 -3.4131 2.9884 0.1 0.1 0.1 0.081
H -1.5572 2.3001 -2.7901 0.0 0.0 0.0 0.054
H 2.4362 3.2735 0.9823 0.0 0.0 0.0 -0.459
H 0.7330 0.6704 -2.7982 0.0 0.0 0.0 0.290
C -0.5857 -0.5157 3.9659 0.0 0.0 0.0 -1.441
S 0.6242 3.4759 -0.4402 -0.3 0.0 0.0 0.898
H 4.9114 -4.6435 -2.2110 0.0 0.0 0.0 0.498
C -4.1972 2.1270 -3.7585 0.0 0.0 0.0 -0.953
H -0.0668 -0.4087 -5.3021 0.0 0.0 0.0 0.322
H -3.9097 -3.2345 1.6711 0.0 0.0 0.0 0.415
P 3.0762 0.0714 0.9588 -0.3 -0.1 0.3 1.814
H 1.7736 -1.2370 -3.9233 0.0 0.0 0.0 0.507
H -1.5319 -4.9030 1.4293 0.0 0.0 0.0 0.662
C 0.7597 -1.3805 -3.5519 -0.1 0.0 0.0 0.067
H 2.9112 -5.0870 1.5997 0.0 0.0 0.0 0.691
C -0.3622 6.0329 -1.0915 0.1 0.0 0.0 -0.294
Pd 0.7354 -0.1167 0.5832 0.2 -0.3 0.4 0.615
C -1.8783 5.9099 -1.0501 0.0 0.0 0.0 -1.195
H 5.6846 0.8775 5.0713 0.0 0.0 0.0 0.436
H -4.9032 -1.8161 1.3298 0.0 0.0 0.0 0.396
H -0.0225 2.3070 4.3160 0.0 0.0 0.0 0.659
C -0.7777 -4.5141 2.0983 0.0 0.0 0.0 -0.569
O -0.3864 3.6640 0.6447 0.1 0.0 -0.1 -0.718
H 5.0766 -5.5968 0.2274 0.0 0.0 0.0 0.451
H -0.0331 -1.3592 4.3652 0.0 -0.1 0.0 0.364
H -2.2310 -0.2408 -4.4122 0.0 0.0 0.0 0.289
H -2.5452 -4.4323 -3.1050 0.0 0.0 0.0 0.467
H 4.0668 -1.7843 -0.1945 0.0 -0.1 -0.1 0.312
H -2.7910 -0.7497 1.2947 0.0 0.0 0.0 0.027
H 1.8197 6.7246 2.3445 0.0 0.0 0.0 0.382
H 3.7062 0.8724 6.5611 0.0 0.0 0.0 0.447
H -4.0474 -2.1419 -2.3863 0.0 0.0 0.0 0.247
N -3.0218 -1.2105 -0.7700 -0.1 -0.1 0.0 0.414
P -2.1034 0.0283 -1.3277 0.0 0.2 0.2 -2.163
C 4.2460 1.1920 0.1115 0.0 0.0 -0.1 -1.755
C -2.8592 -1.6252 0.6490 0.0 0.1 0.0 0.669
C 4.6924 0.7627 4.6561 0.0 0.0 0.0 -0.877
H 0.4402 -3.9896 5.1848 0.0 0.0 0.0 0.559
H -1.4381 -0.9033 3.4080 0.0 0.0 0.0 0.176
C -1.5919 -0.9359 -3.8604 0.0 0.0 0.0 0.252
C -2.4550 2.4879 -2.1821 0.0 0.0 0.0 0.423
C 0.2257 -4.0417 4.1295 -0.1 0.0 0.0 -0.786
H -5.5428 -3.3250 -0.4825 0.0 0.0 0.0 0.479
H 0.6657 -0.5669 -1.5224 0.2 -0.1 -0.5 -1.130
H 1.4536 0.6493 5.6120 0.0 0.0 0.0 0.440
C -0.3062 -1.2424 -4.6391 0.0 0.0 0.0 -1.011
H -5.2222 1.1449 -2.1221 0.0 0.0 0.0 0.320
H -3.0465 3.9909 -3.6510 0.0 0.0 0.0 0.404
H -2.2829 5.7171 -2.0447 0.0 0.0 0.0 0.265
C 0.7442 -3.5292 0.2404 -0.2 0.2 0.0 2.059
H 0.6161 5.4896 1.9457 0.0 0.0 0.0 0.248
H 3.3886 -2.2721 1.3566 0.0 0.0 0.0 0.028
O 0.5637 -2.1489 0.0434 0.1 -0.1 -0.3 0.729
C -4.5032 -3.0051 -0.4282 0.0 0.0 0.0 -0.647
C -1.2988 -5.9169 -2.1730 0.0 0.0 0.0 -0.995
H 0.6950 -2.3656 -3.0870 0.0 0.1 0.0 -0.438
H -3.8672 -3.8512 -0.6910 0.0 0.0 0.0 0.214
H -0.9503 0.1091 4.7820 0.0 0.0 0.0 0.608
H 0.4805 2.9039 2.7059 0.0 0.0 0.0 -0.034
C -4.2204 -1.8283 -1.3548 0.0 0.0 0.0 -0.596
H 5.2366 0.7366 0.1197 0.0 0.0 0.0 0.590
H -4.3375 0.0332 -3.1662 0.0 0.0 0.0 0.256
C 2.3146 0.6280 4.9543 0.0 0.0 0.0 -1.118
C 3.0612 -4.7476 0.5876 -0.1 -0.1 -0.1 -0.593
H -2.1510 2.9986 -1.2696 0.0 0.0 0.0 -0.337
C -0.8527 -4.5989 3.5181 0.0 0.0 0.0 -0.937
N -1.1196 -0.3480 -2.6009 0.0 -0.2 0.0 0.740
C 0.3472 -0.3243 -2.5417 -0.1 0.1 0.2 1.399
H -3.5707 1.7966 -4.5911 0.0 0.0 0.0 0.221
O -1.2275 0.5080 -0.2093 0.0 0.2 0.0 -0.214
H -0.4069 -2.1374 -5.2505 0.0 0.0 0.0 0.427
C 3.5820 0.7602 5.4924 0.0 0.0 0.0 -0.842
P 0.4667 0.4776 2.8624 0.0 0.0 0.0 1.980
H -1.6636 -5.0707 4.0531 0.0 0.0 0.0 0.470
H 3.9421 1.3358 -0.9251 0.0 0.0 0.0 0.411
C 4.5292 0.6052 3.2916 0.0 0.0 0.0 -0.990
C 3.2565 0.4483 2.7399 0.0 0.0 0.0 -0.467
H -2.3221 6.8376 -0.6890 0.0 0.0 0.0 0.478
H -1.3457 -2.6368 -1.5610 0.0 0.0 0.0 0.077
H -5.1687 2.4115 -4.1591 0.0 0.0 0.0 0.494
S 2.6921 -3.7605 -1.7281 0.1 0.2 0.0 -0.012
H -1.9448 -2.2091 0.7629 0.0 0.0 0.0 -0.655
H -1.6027 -6.8322 -2.6539 0.0 0.0 0.0 0.483
C -4.1085 -2.4539 0.9371 0.0 0.0 0.0 -0.888
C 0.3519 -3.8941 1.6580 0.1 0.0 0.0 -0.429
C 2.1397 0.4804 3.5781 0.0 0.0 0.0 -0.028
H -2.1668 -1.8490 -3.6734 0.0 0.0 0.0 -0.027
C -3.4960 3.2453 -2.9968 0.0 0.0 0.0 -0.874
H -5.0670 -1.1347 -1.3454 0.0 0.0 0.0 0.470
N -3.1244 1.2150 -1.8469 0.0 0.1 0.0 0.359
C -0.1027 2.1590 3.2371 0.0 0.0 0.0 -1.304
H 0.0078 6.2539 -0.0903 0.0 0.0 0.0 0.047
C 2.1383 -4.0343 -0.1186 0.2 0.2 0.1 -0.346
C 0.3554 4.8024 -1.6562 0.0 0.1 0.0 -1.098
C -1.7710 -4.6598 -2.3857 0.0 0.0 0.0 -0.796
C 4.1749 -4.5545 -1.4291 0.0 -0.1 0.0 -0.627
C -1.1273 -3.6916 -1.5596 0.0 0.0 0.0 0.219
C -0.1787 -4.2342 -0.7537 -0.2 -0.2 0.2 -1.012
H 2.0760 5.0540 2.8321 0.0 0.0 0.0 0.360
H 5.4045 0.5902 2.6528 0.0 0.0 0.0 0.445
H 4.9363 -1.3938 1.3118 0.0 0.0 0.0 0.818
H 1.3440 5.0516 -2.0476 0.0 0.0 0.0 0.630
```
Forces are in eV/Å.